1.
Below is one molecule with the formula C6H10N4O, with properties calculated with ωB97M-V/def2-TZVPD.

Summary:
2S+1	3
⟨S²⟩	2.038
HOMO-LUMO gap (alpha / beta)	5.938 / 7.554	eV
energy above the lowest of the compared OMol25 structures with the same formula, charge and spin	145.2	kcal per mole
E_LUMO (alpha / beta)	0.64 / -1.64	eV

Last column: Mulliken spin population.
Geometry (Å):
C  -2.09  0.82  -0.42  0.5228
C  0.63  0.06  -0.34  0.3485
C  -1.77  2.07  -0.81  0.1892
C  2.54  -1.58  -0.16  0.0243
C  0.31  -1.98  0.96  0.0271
C  1.33  -0.87  0.51  0.0689
N  0.53  1.17  -0.76  0.1629
N  -2.44  -0.11  0.31  0.2779
N  -0.05  2.19  -1.17  -0.1278
N  -2.39  3.12  -1.09  0.3919
O  -2.54  0.09  1.73  0.1259
H  3.14  -2.26  0.39  0.0041
H  3.47  -1.02  -0.50  0.0007
H  2.23  -2.02  -1.09  -0.0037
H  0.38  -2.96  0.46  -0.0048
H  -0.67  -1.60  0.74  -0.0096
H  0.30  -2.00  1.99  -0.0016
H  1.74  -0.33  1.40  0.0105
H  0.14  2.44  -2.15  -0.0176
H  -2.51  1.09  1.88  -0.0069
H  -2.28  3.65  -1.90  0.0173

=====

2.
Below is one molecule with the formula C6H10N4O3S, with properties calculated with ωB97M-V/def2-TZVPD.

Summary:
SMILES	CCON=C=C(O)O[C@H]1N=C(N)SN1
HOMO-LUMO gap	8.927	eV
energy above the lowest of the compared OMol25 structures with the same formula, charge and spin	54.4	kcal per mole
E_LUMO	0.51	eV

Last column: Löwdin charge in e.
Geometry (Å):
C  -2.66  -0.07  -0.18  -0.5095
C  -0.13  -1.56  -0.22  0.0019
C  -1.33  -2.06  0.06  -0.3372
C  -1.48  1.66  0.68  -0.6971
C  3.81  -0.56  -0.61  -0.0480
C  2.70  0.45  -0.24  -0.2132
N  0.87  -0.96  -0.55  0.0743
N  -2.25  0.69  0.99  0.0947
N  -2.01  0.41  -1.37  -0.2869
N  -1.00  2.63  1.56  0.0715
O  -1.53  -3.35  0.37  0.1190
O  -2.57  -1.41  0.07  0.0401
O  1.59  -0.22  0.40  -0.1327
S  -1.29  1.92  -1.08  0.9392
H  -3.81  0.24  -0.10  0.1850
H  4.68  0.03  -0.68  0.0514
H  4.01  -1.38  0.04  0.0639
H  3.45  -1.10  -1.51  0.0763
H  2.19  1.09  -0.96  0.1107
H  2.98  1.09  0.47  0.0676
H  -2.17  -3.41  1.04  0.1007
H  -1.34  -0.28  -1.67  0.0466
H  -1.03  3.57  1.17  0.0777
H  -1.70  2.59  2.32  0.1041

=====

3.
Below is C6H10N6 as an isolated structure, with properties calculated with ωB97M-V/def2-TZVPD.

Summary:
HOMO-LUMO gap	9.607	eV
energy above the lowest of the compared OMol25 structures with the same formula, charge and spin	160.2	kcal per mole
E_LUMO	0.84	eV

Last column: Löwdin charge in e.
Geometry (Å):
C  1.83  1.02  -0.88  -0.3155
C  1.31  -1.19  -0.45  -0.5405
C  -0.33  0.50  -0.26  -0.5194
C  -2.05  0.31  1.46  -0.4031
C  -2.53  -1.09  1.48  -0.0863
C  -3.44  0.13  1.62  -0.1848
H  2.16  2.67  -1.62  0.1000
H  3.48  1.55  -1.64  0.0187
H  1.11  -3.17  0.14  0.1387
H  2.60  -2.99  -0.32  0.1281
H  -2.42  0.73  -0.73  0.2500
H  -1.41  0.94  2.46  0.2275
H  -2.75  -1.64  0.30  0.2143
H  -2.38  -1.34  2.35  -0.0189
H  -3.78  0.56  2.78  0.1793
H  -4.12  0.30  0.94  0.0272
N  2.69  1.87  -1.42  0.2144
N  2.19  -0.35  -0.88  0.1363
N  1.71  -2.45  -0.39  0.1076
N  0.01  -0.84  -0.09  0.1569
N  -1.54  0.93  0.17  0.0140
N  0.50  1.44  -0.59  0.1556

=====

4.
Below is an isolated ion of composition C6H10NO2 and charge +1, with properties calculated with ωB97M-V/def2-TZVPD.

Summary:
net charge	+1
HOMO-LUMO gap (alpha / beta)	7.056 / 9.292	eV
energy above the lowest of the compared OMol25 structures with the same formula, charge and spin	101.1	kcal per mole
E_LUMO (alpha / beta)	-5.09 / -4.11	eV

Last column: Löwdin charge in e.
Geometry (Å):
C  1.59  -1.01  -0.01  0.0907
C  2.18  0.36  -0.11  -0.5038
C  1.50  -2.30  0.04  0.0665
C  0.12  0.93  -1.01  -0.1749
C  -0.74  0.46  0.07  -0.2241
C  -1.67  -0.69  -0.02  -0.0330
N  -1.21  1.54  1.06  0.2394
O  3.30  0.48  0.26  0.1951
O  1.38  1.34  -0.53  0.0208
H  0.59  -2.64  0.36  0.0344
H  2.40  -2.98  -0.21  0.1386
H  0.24  0.13  -1.70  0.1274
H  -0.23  1.93  -1.50  0.1800
H  -1.59  -1.21  0.88  0.0740
H  -1.08  -1.36  -0.75  0.1258
H  -2.61  -0.44  -0.48  0.0990
H  -0.58  2.36  1.20  0.1942
H  -1.66  1.00  1.83  0.1869
H  -1.94  2.09  0.60  0.1629

=====

5.
Below is one molecule with the formula C6H10NO2P, with properties calculated with ωB97M-V/def2-TZVPD.

Summary:
2S+1	3
⟨S²⟩	2.031
HOMO-LUMO gap (alpha / beta)	6.025 / 7.644	eV
energy above the lowest of the compared OMol25 structures with the same formula, charge and spin	40.1	kcal per mole
E_LUMO (alpha / beta)	0.91 / -0.55	eV

Last column: Mulliken spin population.
Geometry (Å):
C  0.35  -1.02  -0.61  -0.1469
C  -0.73  -0.13  -0.44  0.4350
C  1.54  -0.58  -0.10  0.4805
C  -0.37  1.19  0.71  0.7969
C  -2.68  -1.27  -1.51  -0.0024
C  2.30  1.28  1.95  0.0747
N  -2.01  -0.20  -0.85  0.1437
O  2.68  -1.38  -0.05  0.0501
O  -1.18  2.22  0.43  -0.0213
P  1.38  1.18  0.36  0.1841
H  0.31  -1.92  -1.24  -0.0080
H  -1.89  -1.97  -1.51  0.0004
H  -3.50  -1.73  -0.92  0.0082
H  -3.09  -0.91  -2.39  0.0053
H  3.49  1.46  1.80  -0.0113
H  2.31  0.38  2.52  -0.0124
H  1.82  2.17  2.61  -0.0170
H  -2.71  0.39  -0.42  -0.0109
H  2.64  -2.19  -0.45  -0.0045
H  -0.66  3.04  0.10  0.0555

=====

6.
Below is a 2-piece molecular cluster, C6H10NO3 overall, with properties calculated with ωB97M-V/def2-TZVPD.

Summary:
net charge	-1
HOMO-LUMO gap	7.674	eV
energy above the lowest of the compared OMol25 structures with the same formula, charge and spin	17.6	kcal per mole
E_LUMO	3.64	eV

Last column: Löwdin charge in e.
Geometry (Å):
C  -3.04  0.11  -0.25  -0.7560
C  -1.92  -1.09  1.39  -0.0802
C  0.66  -0.25  -0.77  -0.1623
C  0.81  0.89  -0.07  -0.4495
C  1.80  -1.21  -1.04  -0.1247
C  2.24  1.27  0.34  -0.0441
N  -2.12  -0.96  0.17  0.0621
O  -4.19  -0.24  -0.46  -0.0180
O  -2.54  1.25  -0.55  -0.0661
O  -0.20  1.64  0.37  -0.0087
H  -2.53  -0.56  2.16  0.0955
H  -1.41  -1.96  1.65  0.0345
H  -0.32  -0.29  -1.37  0.1161
H  1.57  -2.00  -1.68  0.0303
H  1.90  -1.63  0.04  0.0971
H  2.70  -0.65  -1.32  0.0531
H  2.93  0.52  0.46  0.0196
H  2.09  1.76  1.33  0.0813
H  2.70  1.93  -0.44  0.0876
H  -1.15  1.46  0.05  0.0325

=====

7.
Below is a 2-piece molecular cluster, C6H10NO5PS overall, with properties calculated with ωB97M-V/def2-TZVPD.

Summary:
HOMO-LUMO gap	8.439	eV
energy above the lowest of the compared OMol25 structures with the same formula, charge and spin	36.9	kcal per mole
E_LUMO	-0.22	eV

Last column: Löwdin charge in e.
Geometry (Å):
C  -1.33  -2.26  -0.17  0.0696
C  -1.77  -1.04  -0.51  -0.3335
C  -0.20  -1.99  0.71  -0.4769
C  -2.79  -0.43  -1.38  0.0112
C  -0.08  2.85  1.00  0.0057
C  1.00  1.87  0.92  -0.2175
N  -0.10  -0.71  0.96  0.0549
O  0.61  -2.89  1.21  0.0348
O  -1.11  -0.07  0.18  -0.0572
O  3.53  0.61  -1.29  -0.1742
O  1.43  -0.95  -1.45  -0.2793
O  1.42  1.46  -0.17  -0.0887
P  2.31  -0.21  -0.57  0.2526
S  2.98  -0.79  1.25  0.3188
H  -1.66  -3.24  -0.47  0.1238
H  -3.00  -1.04  -2.27  0.0973
H  -2.52  0.54  -1.50  0.0378
H  -3.77  -0.51  -0.76  0.1310
H  -0.15  3.50  0.09  0.1215
H  0.00  3.54  1.80  0.0840
H  -0.84  2.11  1.05  0.0802
H  1.38  1.31  1.81  0.1072
H  3.33  0.65  -2.18  0.0180
H  1.33  -2.29  1.75  0.0791

=====

8.
Below is C6H10NO6P as an isolated structure, with properties calculated with ωB97M-V/def2-TZVPD.

Summary:
HOMO-LUMO gap	7.780	eV
energy above the lowest of the compared OMol25 structures with the same formula, charge and spin	29.1	kcal per mole
E_LUMO	-0.31	eV

Last column: Löwdin charge in e.
Geometry (Å):
C  3.23  2.10  0.37  -0.0376
C  2.09  0.83  -0.49  -0.2307
C  -2.85  -0.22  -0.42  -0.1627
C  0.85  0.81  0.33  -0.4081
C  -1.63  0.07  0.45  -0.3022
C  -0.32  0.01  -0.45  -0.2424
N  2.61  -0.36  -0.58  -0.1466
O  3.38  3.21  0.12  0.0806
O  2.33  -3.06  -0.51  -0.4287
O  -2.97  0.82  -1.43  -0.0381
O  0.84  0.22  1.58  -0.0891
O  -1.49  -1.00  1.36  -0.0396
O  0.03  -1.34  -0.59  -0.1275
P  2.01  -1.91  0.32  0.9402
H  -2.78  -1.21  -0.95  0.1391
H  -3.71  -0.31  0.36  0.1588
H  0.41  1.89  0.31  0.1686
H  -1.65  1.05  0.94  0.1560
H  -0.73  0.46  -1.39  0.1612
H  3.44  -0.49  -1.20  0.1238
H  -3.80  0.96  -1.78  0.0464
H  1.80  0.10  1.71  0.0855
H  -0.60  -0.90  1.77  0.0900
H  -0.50  -1.74  0.18  0.1031

=====

9.
Below is a 2-piece molecular cluster, C6H10O overall, with properties calculated with ωB97M-V/def2-TZVPD.

Summary:
2S+1	2
⟨S²⟩	0.763
net charge	-1
HOMO-LUMO gap (alpha / beta)	3.004 / 6.004	eV
energy above the lowest of the compared OMol25 structures with the same formula, charge and spin	30.8	kcal per mole
E_LUMO (alpha / beta)	3.31 / 3.18	eV

Last column: Mulliken spin population.
Geometry (Å):
C  0.60  -0.29  -0.91  -0.0039
C  0.60  -0.24  -2.27  0.1370
C  2.37  1.20  -0.07  0.4890
C  1.08  0.71  0.03  0.1879
C  0.20  1.13  1.10  -0.1080
C  -1.17  1.16  0.98  0.2545
H  0.02  -1.12  -0.51  0.0064
H  -0.19  -0.71  -2.84  -0.0042
H  1.25  0.42  -2.82  0.0111
H  2.85  1.95  0.57  -0.0018
H  3.01  1.00  -0.92  0.0085
H  0.69  1.55  1.97  -0.0100
H  -1.75  1.60  1.77  -0.0080
H  -1.53  0.49  0.20  0.0151
H  -3.10  -3.48  0.79  -0.0134
H  -2.57  -2.47  1.88  -0.0162
O  -2.37  -2.92  1.05  0.0561

=====

10.
Below is a 2-piece molecular cluster, C6H10O overall, with properties calculated with ωB97M-V/def2-TZVPD.

Summary:
SMILES	C1=CCCCOC=1.[H][H]
HOMO-LUMO gap	9.438	eV
energy above the lowest of the compared OMol25 structures with the same formula, charge and spin	74.1	kcal per mole
E_LUMO	0.95	eV

Last column: Löwdin charge in e.
Geometry (Å):
C  -1.39  -0.42  0.24  -0.1684
C  -0.71  -1.43  -0.71  -0.1736
O  0.61  -1.82  -0.30  -0.0850
C  1.35  -0.79  0.18  -0.1891
C  1.17  0.45  -0.25  -0.0586
C  0.24  1.31  -0.61  -0.1056
C  -1.19  1.07  -0.14  -0.1899
H  -1.01  -0.60  1.26  0.1202
H  -2.46  -0.63  0.27  0.1104
H  -1.26  -2.37  -0.73  0.1215
H  -0.67  -1.03  -1.73  0.1292
H  3.24  1.01  1.94  0.0492
H  2.08  -1.09  0.93  0.1017
H  2.92  1.20  1.30  0.0198
H  0.42  2.10  -1.35  0.0980
H  -1.84  1.31  -0.99  0.1109
H  -1.50  1.73  0.68  0.1091

=====

11.
Below is C6H10O as an isolated structure, with properties calculated with ωB97M-V/def2-TZVPD.

Summary:
HOMO-LUMO gap	10.492	eV
energy above the lowest of the compared OMol25 structures with the same formula, charge and spin	20.7	kcal per mole
E_LUMO	1.05	eV

Last column: Löwdin charge in e.
Geometry (Å):
C  -1.59  -1.13  -0.71  -0.0038
C  -0.50  -0.23  -0.18  -0.5216
C  -0.65  0.68  1.04  -0.0153
C  0.46  1.46  0.19  -0.2270
C  1.68  0.54  0.09  -0.1259
C  0.93  -0.79  -0.09  -0.1101
O  -0.33  0.99  -0.94  -0.0751
H  -1.33  -1.47  -1.72  0.0877
H  -2.54  -0.60  -0.76  0.0854
H  -1.70  -2.01  -0.08  0.0878
H  -0.33  0.37  2.02  0.1013
H  -1.65  1.12  1.06  0.1232
H  0.66  2.54  0.12  0.1439
H  2.33  0.55  0.96  0.1059
H  2.29  0.78  -0.78  0.1130
H  1.21  -1.32  -1.00  0.1143
H  1.06  -1.47  0.76  0.1163

=====

12.
Below is a 2-piece molecular cluster, C6H10O overall, with properties calculated with ωB97M-V/def2-TZVPD.

Summary:
HOMO-LUMO gap	8.868	eV
energy above the lowest of the compared OMol25 structures with the same formula, charge and spin	136.4	kcal per mole
E_LUMO	0.50	eV

Last column: Löwdin charge in e.
Geometry (Å):
C  -1.73  -1.68  0.25  -0.2380
C  -1.99  -0.31  0.71  0.0571
O  0.46  -0.06  1.06  -0.0791
C  1.58  0.73  0.66  -0.2199
C  1.84  0.41  -0.82  -0.0945
C  0.38  0.90  -1.12  -0.1038
C  0.21  1.18  0.37  -0.2668
H  -1.43  -1.75  -0.80  0.0573
H  -1.13  -2.34  0.88  0.0710
H  -2.79  -2.03  0.27  0.1000
H  -1.89  -0.35  1.82  0.0158
H  2.28  1.00  1.45  0.1428
H  2.05  -0.64  -1.02  0.1092
H  2.59  1.06  -1.28  0.1076
H  0.37  1.81  -1.73  0.1132
H  -0.33  0.17  -1.52  0.0905
H  -0.46  1.88  0.87  0.1376

=====

Question: Which of these has the highest energy above the lowest of the compared OMol25 structures with the same formula, charge and spin?
Answer: C6H10N6

=====

Question: What is the formula in the third record?
Answer: C6H10N6

=====

Question: energy above the lowest of the compared OMol25 structures with the same formula, charge and spin of number 1 (C6H10N4O)?
Answer: 145.2 kcal per mole

=====

Question: energy above the lowest of the compared OMol25 structures with the same formula, charge and spin of number 4 (C6H10NO2)?
Answer: 101.1 kcal per mole